(1)
Molecular formula: C30H48BLiN6S3Sb
Method: DFT, the ωB97M-V functional and the def2-TZVPD basis

HOMO-LUMO gap ... 5.59 eV
Total charge ... +1
Lowest unoccupied orbital energy ... -4.2 eV
ΔE to the lowest compared entry with this formula, charge and spin ... 0.0 kJ/mol

Element x y z (Å)
Li  12.1593  9.4226  13.9827
C  13.9336  14.5807  13.1927
C  13.4093  13.5829  12.2269
C  13.5165  13.7643  10.8411
C  13.0292  12.7756  9.9327
N  12.1384  11.9261  10.3858
N  11.8450  11.8955  11.7268
B  10.6736  11.0028  12.0859
N  10.3104  9.8387  11.2527
N  8.9884  9.6732  10.9228
C  8.7838  8.9967  9.8274
C  9.7779  8.4553  9.0540
C  11.0950  8.4368  9.5230
C  12.1532  7.5594  8.8268
C  11.3191  8.9972  10.8054
S  12.7212  8.6201  11.7085
C  7.3212  8.6567  9.5087
C  6.9106  7.5045  10.4232
C  6.6122  9.9936  9.7253
C  7.1715  8.1641  8.0565
N  9.5430  11.3862  12.9278
N  9.1816  12.6528  12.7539
C  8.0970  13.1297  13.2793
C  7.2051  12.2405  13.8483
C  7.5853  10.9280  14.1975
C  6.5741  9.9081  14.7213
C  8.8673  10.5190  13.7972
S  9.5743  9.0393  14.4068
C  7.9743  14.6060  13.2003
C  6.6796  15.1276  13.8656
C  9.1248  15.2954  13.9750
C  7.9298  15.2509  11.7613
C  12.7369  12.3975  12.6818
S  12.7838  11.7794  14.2766
C  13.0907  12.8785  8.4068
C  14.4569  13.2958  7.9928
C  12.7648  11.4762  7.9092
C  11.9863  13.9160  7.9324
H  13.1113  15.0944  13.6960
H  14.4436  15.3874  12.6519
H  14.5954  14.0342  13.9319
H  13.8943  14.7350  10.5445
H  9.5380  7.9378  8.1823
H  13.1821  7.6248  9.2068
H  12.2401  7.8898  7.7634
H  11.8684  6.5220  8.9365
H  7.6636  7.2135  11.1915
H  6.6555  6.5200  9.9484
H  5.9964  7.8616  10.9640
H  6.8081  10.4333  10.7581
H  5.5173  9.9862  9.4618
H  7.1409  10.6926  9.0662
H  7.6458  7.1695  8.0887
H  7.6755  8.8664  7.3597
H  6.1331  8.0995  7.8372
H  6.1703  12.5179  13.9011
H  5.9120  10.5174  15.2885
H  7.1695  9.1701  15.2486
H  6.0816  9.3651  13.8827
H  6.6424  14.8826  14.9304
H  5.7363  14.7205  13.4273
H  6.5538  16.2759  13.7220
H  8.9645  15.0274  15.0512
H  9.1240  16.3690  13.8736
H  10.0408  14.8297  13.6781
H  6.9820  14.9232  11.3104
H  8.7561  14.8442  11.1591
H  7.8935  16.3360  11.8785
H  15.2046  12.5858  8.3098
H  14.6540  14.2678  8.4080
H  14.5575  13.3642  6.8996
H  13.4249  10.7283  8.4547
H  12.8921  11.4023  6.8339
H  11.6961  11.1580  8.1038
H  12.0708  14.8781  8.3798
H  10.9885  13.4884  8.0960
H  12.0360  14.0341  6.8234
C  9.3586  10.9692  20.9267
Sb  10.4761  9.4210  19.7685
C  10.0389  7.6259  20.9911
C  8.8837  9.1492  18.2331
H  8.3215  10.7536  20.7908
H  9.5319  11.9423  20.4097
H  9.6997  11.0042  21.9454
H  10.7823  6.8026  20.8871
H  9.0909  7.2370  20.6640
H  9.8706  7.8503  22.0805
H  8.1794  8.3634  18.5930
H  9.4172  8.8755  17.3231
H  8.3321  10.0680  18.0759

(2)
Molecular formula: C30H48BrCoGeN4SbSe
Method: DFT, the ωB97M-V functional and the def2-TZVPD basis

HOMO-LUMO gap (alpha / beta) ... 8.74 / 7.82 eV
Total charge ... +2
Lowest unoccupied orbital energy (alpha / beta) ... -5.1 / -6.1 eV
Spin multiplicity ... 4

Element x y z (Å)
Co  0.0126  0.1412  0.1228
C  2.4799  1.0773  -3.1423
C  1.4534  0.8493  -2.2457
N  1.6669  0.3519  -1.0213
C  2.9186  0.0851  -0.6515
C  4.0159  0.2679  -1.4913
C  3.7745  0.7578  -2.7746
C  5.3739  -0.1098  -1.0909
C  6.0729  0.4241  -0.0881
C  5.6175  1.5277  0.7446
C  6.2514  1.8377  1.9543
C  5.7317  2.9090  2.6654
N  4.7051  3.6121  2.2177
C  4.1902  3.2666  1.0545
N  4.5801  2.2515  0.3161
H  2.2639  1.4824  -4.1169
H  0.4287  1.0636  -2.5207
H  3.0666  -0.3093  0.3479
H  4.5927  0.8877  -3.4651
H  5.8262  -0.8732  -1.7107
H  7.0657  0.0568  0.1200
H  7.0932  1.2688  2.3171
H  6.1464  3.2237  3.6128
H  3.3674  3.8608  0.6807
Br  -4.4573  5.0806  -0.9009
C  -3.1565  3.7270  -0.6996
C  -2.0571  3.9074  0.1362
C  -1.1565  2.8719  0.2745
N  -1.2734  1.7045  -0.3636
C  -2.3139  1.5511  -1.1880
C  -3.2854  2.5138  -1.3731
H  -1.9099  4.8346  0.6646
H  -0.3057  2.9834  0.9348
H  -2.3684  0.6100  -1.7239
H  -4.1231  2.3440  -2.0309
C  -3.5054  -3.5486  -1.8485
C  -2.4368  -2.5046  -2.0860
C  -1.4548  -2.9110  -3.1679
Sb  -1.2604  -2.0772  -0.2392
C  -2.6697  -1.9967  1.4957
C  -3.8521  -1.1243  1.1179
C  -3.1033  -3.3439  2.0292
C  0.1128  -3.8200  -0.0460
C  -0.5773  -5.1689  0.0196
C  1.0176  -3.5802  1.1508
H  -4.0563  -3.7103  -2.7750
H  -4.2210  -3.2295  -1.0944
H  -3.0778  -4.5013  -1.5468
H  -2.9075  -1.5522  -2.3492
H  -1.0177  -3.8847  -2.9529
H  -0.6510  -2.1800  -3.2738
H  -1.9674  -2.9810  -4.1261
H  -2.0751  -1.4698  2.2513
H  -4.4932  -1.6219  0.3935
H  -3.5252  -0.1658  0.7095
H  -4.4524  -0.9293  2.0055
H  -3.6082  -3.9320  1.2678
H  -3.8067  -3.1856  2.8459
H  -2.2663  -3.9171  2.4207
H  0.7013  -3.7608  -0.9666
H  -1.1815  -5.2802  0.9170
H  0.1835  -5.9501  0.0268
H  -1.2107  -5.3425  -0.8472
H  0.4520  -3.6730  2.0761
H  1.4743  -2.5882  1.1084
H  1.8162  -4.3193  1.1762
C  -1.9648  -1.6515  5.7287
Ge  -0.2824  -0.5992  5.6786
C  1.1868  -1.3082  6.8058
C  -0.7084  1.3313  5.8674
C  0.4331  -0.9386  3.7531
Se  0.1480  0.5161  2.5172
C  1.7660  1.5100  2.8936
H  -2.4547  -1.5345  6.6906
H  -1.7777  -2.7109  5.5778
H  -2.6487  -1.2951  4.9627
H  0.8791  -1.3676  7.8448
H  2.0716  -0.6801  6.7491
H  1.4469  -2.3118  6.4779
H  -1.2377  1.4809  6.8044
H  -1.3649  1.6519  5.0599
H  0.1683  1.9717  5.8826
H  -0.0988  -1.8047  3.3672
H  1.4991  -1.1533  3.7697
H  1.6707  1.9847  3.8696
H  1.8984  2.2700  2.1265
H  2.6146  0.8296  2.8831

(3)
Molecular formula: C30H48BrN3P2PbSe
Method: DFT, the ωB97M-V functional and the def2-TZVPD basis

HOMO-LUMO gap (alpha / beta) ... 2.60 / 2.59 eV
Total charge ... +4
Lowest unoccupied orbital energy (alpha / beta) ... -15.4 / -15.4 eV
ΔE to the lowest compared entry with this formula, charge and spin ... 0.0 kJ/mol

Element x y z (Å)
N  -4.8696  -1.1943  3.0357
C  -4.0817  -0.2006  3.4549
C  -3.7802  0.9113  2.6615
C  -4.4083  1.0678  1.3901
C  -5.1658  -0.0401  0.9300
C  -5.3996  -1.1098  1.8121
C  -4.1546  2.2766  0.6251
Pb  0.3259  0.1873  -0.1233
P  2.6825  0.4551  -1.5599
C  -4.1155  2.3568  -0.7445
C  -2.9220  2.7761  -1.4553
C  -2.7048  2.3667  -2.8038
C  -1.4436  2.4871  -3.3916
C  -0.4674  3.2307  -2.7258
C  -0.6149  3.6110  -1.3934
C  -1.8725  3.4778  -0.7965
Br  1.0622  3.8862  -3.7425
H  -3.7759  3.1259  1.1962
H  -4.9586  2.0202  -1.3424
H  -3.0708  1.6639  3.0155
H  -5.5929  -0.0624  -0.0797
H  -3.6789  -0.3096  4.4602
H  -6.0254  -1.9534  1.5149
H  -3.5413  1.9493  -3.3781
H  -2.0628  3.9261  0.1878
H  -1.1808  2.0340  -4.3514
H  0.2507  4.0025  -0.8504
P  -0.6177  -2.4748  -0.6137
C  3.1389  2.1053  -0.8792
C  3.8271  3.0651  -1.8400
H  3.7810  1.9306  0.0015
H  2.2014  2.5469  -0.4913
H  4.1622  3.9613  -1.2946
H  4.6906  2.5956  -2.3305
H  3.1118  3.4002  -2.6049
C  1.9985  0.5550  -3.2534
C  2.9976  0.7135  -4.3955
H  1.2452  1.3579  -3.2977
H  1.4293  -0.3835  -3.3749
H  2.4639  0.9749  -5.3229
H  3.7473  1.4860  -4.1921
H  3.5228  -0.2324  -4.5827
C  4.1067  -0.6699  -1.6491
C  5.4403  0.0603  -1.7432
H  3.9775  -1.3423  -2.5120
H  4.0230  -1.2962  -0.7448
H  6.2633  -0.6616  -1.7232
H  5.5066  0.6192  -2.6853
H  5.5820  0.7694  -0.9209
C  0.2697  -3.9634  0.0016
C  1.7878  -3.8466  -0.0050
H  -0.0699  -4.7886  -0.6464
H  -0.0983  -4.1503  1.0210
H  2.2050  -4.8305  0.2425
H  2.1850  -3.5545  -0.9862
H  2.1592  -3.1439  0.7522
C  -0.5169  -2.6387  -2.4409
C  -1.4200  -1.6551  -3.1884
H  -0.8116  -3.6840  -2.6337
H  0.5472  -2.5177  -2.7141
H  -1.2384  -1.7705  -4.2626
H  -2.4821  -1.8639  -3.0004
H  -1.2279  -0.5998  -2.9384
C  -2.3579  -2.9864  -0.2926
C  -2.6807  -3.2624  1.1704
H  -2.5076  -3.8846  -0.9134
H  -2.9946  -2.1777  -0.6887
H  -3.7490  -3.4803  1.2662
H  -2.1286  -4.1163  1.5766
H  -2.4729  -2.3950  1.8082
C  3.0754  0.2179  3.1098
N  1.9712  0.4462  3.9994
C  1.9859  1.2235  5.1383
C  0.7962  1.0316  5.7585
N  0.0776  0.1334  4.9880
C  -1.1925  -0.4327  5.3837
C  0.7650  -0.1664  3.8390
Se  0.3005  -1.1973  2.3866
H  3.9842  0.5179  3.6355
H  2.9746  0.8002  2.1815
H  3.1398  -0.8452  2.8391
H  2.8471  1.8167  5.3807
H  0.4115  1.4566  6.6659
H  -1.1747  -0.6531  6.4674
H  -2.0089  0.2829  5.1960
H  -1.3830  -1.3447  4.8081

(4)
Molecular formula: C30H48Cl16F14N2P
Method: DFT, the ωB97M-V functional and the def2-TZVPD basis

HOMO-LUMO gap ... 8.42 eV
Total charge ... +1
Lowest unoccupied orbital energy ... -2.8 eV

Element x y z (Å)
C  4.9770  1.9136  -0.9664
C  4.2474  1.1332  0.2666
F  5.1367  0.0556  0.5694
C  2.8283  0.7161  -0.3078
C  1.6956  0.2879  0.7227
C  2.3049  -1.0107  1.5021
C  2.6394  -2.2976  0.6020
C  4.1779  -2.8028  0.7868
Cl  1.6474  -3.8203  1.0435
C  0.3124  -0.1294  -0.0541
C  -0.2255  0.8998  -1.1260
C  -1.3575  1.9279  -0.7028
C  -1.9885  2.7334  -1.9542
F  -1.9495  4.1103  -1.6424
F  -1.1469  2.5890  -3.0994
C  -3.4208  2.2036  -2.4013
F  -3.5437  2.5366  -3.7803
F  -3.5204  0.7891  -2.3806
C  -4.6719  2.8988  -1.6921
F  -4.7516  4.2644  -2.0379
F  -5.8275  2.3179  -2.2895
C  -4.8192  2.6329  -0.1326
F  -3.7987  3.3914  0.5063
F  -4.6984  1.2504  0.1758
C  -6.1984  3.1074  0.5297
F  -6.9175  4.0378  -0.2112
F  -5.8642  3.7367  1.7578
C  -7.2178  1.9275  0.9073
F  -8.4375  2.5682  1.2176
F  -7.5340  1.0951  -0.1873
F  -6.8683  1.2164  2.0455
C  -0.7338  -0.7264  0.9944
C  -2.1798  -1.1238  0.3746
N  -0.8341  -0.0034  2.3023
C  -0.2056  1.3481  2.3547
C  1.2861  1.4780  1.7973
C  1.5107  2.9373  1.1786
C  0.6863  4.1571  1.7447
C  1.4490  5.4991  1.2188
Cl  0.5068  4.3567  3.5397
P  2.4646  1.4539  3.3374
N  1.9908  0.4512  4.4931
H  4.8071  3.0323  -0.9289
H  6.0980  1.6798  -0.8785
H  4.6379  1.4155  -1.9294
H  4.2464  1.8989  1.0979
H  3.0241  -0.1503  -1.0400
H  2.5471  1.5896  -0.9987
H  3.3035  -0.7905  2.0007
H  1.5810  -1.3692  2.3195
H  2.4991  -2.1748  -0.5143
H  4.2119  -3.9564  0.7332
H  4.5954  -2.4256  1.7714
H  4.7389  -2.3405  -0.1021
H  0.6134  -1.0425  -0.6896
H  -0.7007  0.2749  -1.9710
H  0.5684  1.5117  -1.6766
H  -0.8852  2.7299  -0.0573
H  -2.2411  1.5117  -0.1341
H  -0.3137  -1.7629  1.2723
H  -3.0321  -0.9785  1.1139
H  -2.4403  -0.5608  -0.5694
H  -2.1950  -2.2294  0.0978
H  -1.8525  0.1564  2.4562
H  -0.5757  -0.6587  3.0818
H  -0.9595  2.0777  1.9513
H  -0.1334  1.6028  3.4815
H  2.6122  3.2643  1.1554
H  1.2209  2.8709  0.0658
H  -0.3668  4.2689  1.2991
H  1.0771  6.3670  1.8695
H  2.5773  5.4086  1.2844
H  1.0551  5.7083  0.1738
H  2.6528  2.7465  3.9055
H  3.7945  1.0224  2.9663
H  1.1288  -0.0098  4.2174
C  -0.2059  -4.3474  -2.4563
Cl  1.5475  -4.1406  -2.5032
Cl  -0.8563  -3.9457  -0.8595
H  -0.6585  -3.6916  -3.1976
H  -0.4463  -5.3843  -2.6848
C  -1.8288  -1.7147  5.9187
Cl  -2.0092  -3.2380  6.7876
Cl  -0.3751  -1.7270  4.9035
H  -2.7014  -1.5625  5.2859
H  -1.7480  -0.9028  6.6391
C  3.0846  -7.4597  -4.4258
Cl  1.4805  -6.7169  -4.3950
Cl  4.1860  -6.6532  -3.3020
H  2.9944  -8.5063  -4.1422
H  3.4892  -7.3834  -5.4330
C  8.2381  -0.1298  0.5970
Cl  8.1721  -1.4628  -0.5619
Cl  9.4669  1.0557  0.1383
H  7.2688  0.3598  0.6264
H  8.4801  -0.5277  1.5807
C  -5.5356  2.8058  -6.7546
Cl  -5.9383  3.9810  -8.0113
Cl  -5.0937  1.2448  -7.4572
H  -4.6957  3.1829  -6.1745
H  -6.3998  2.6704  -6.1072
C  -7.6963  -2.0222  -1.6667
Cl  -7.8731  -3.5414  -0.7814
Cl  -6.2580  -2.0367  -2.6910
H  -8.5735  -1.8741  -2.2935
H  -7.6100  -1.2056  -0.9534
C  5.8467  -6.4992  1.2210
Cl  4.2489  -5.7401  1.2736
Cl  6.9597  -5.7244  2.3536
H  5.7474  -7.5500  1.4855
H  6.2475  -6.4083  0.2132

(5)
Molecular formula: C30H48ClN4O6PS3TeV
Method: DFT, the ωB97M-V functional and the def2-TZVPD basis

HOMO-LUMO gap (alpha / beta) ... 6.88 / 7.25 eV
Lowest unoccupied orbital energy (alpha / beta) ... 0.2 / 0.2 eV
ΔE to the lowest compared entry with this formula, charge and spin ... 429.3 kJ/mol
Spin multiplicity ... 4

Element x y z (Å)
V  -1.0700  1.3034  -0.6122
C  3.4387  4.2614  -0.6120
C  3.9858  2.9519  -0.0008
S  3.2058  1.2676  -0.1841
C  2.6139  0.8177  1.4714
C  1.5021  1.8189  1.9035
S  0.5117  2.3611  0.4638
C  0.1123  4.0843  1.1372
C  0.5914  5.2270  0.3046
S  1.6171  4.3832  -0.9968
H  3.7544  4.3560  -1.6331
H  3.6908  5.1247  -0.0155
H  4.2119  3.0294  1.0880
H  4.9952  2.8234  -0.5482
H  3.5122  0.8622  2.1343
H  2.2125  -0.2127  1.3408
H  1.9835  2.7261  2.2474
H  0.8414  1.4228  2.7038
H  0.3697  4.1853  2.1905
H  -0.9706  4.0920  1.1262
H  1.3196  5.8542  0.8200
H  -0.1399  5.7770  -0.3083
O  -3.7739  -0.3621  -1.8928
C  -3.8786  0.2867  -0.8675
C  -5.3289  0.6054  -0.2603
C  -5.0950  1.6226  0.8175
C  -3.6046  1.5385  1.1380
O  -3.0484  1.9923  2.1456
N  -2.9117  0.8604  0.0797
H  -5.7203  -0.2798  0.2497
H  -6.1276  0.9605  -0.9798
H  -5.6970  1.4051  1.6740
H  -5.2631  2.6863  0.4796
C  1.4468  -7.3398  0.7430
C  0.6661  -6.3700  -0.1921
C  0.9419  -6.7207  -1.6558
C  -0.8464  -6.7053  0.0727
C  1.0001  -4.8464  0.0885
O  2.3135  -4.4805  -0.3788
C  0.7124  -4.5258  1.6129
C  1.3894  -3.2508  2.1468
C  2.7294  -3.4128  2.8985
C  3.8794  -2.8375  2.4180
C  5.0828  -2.9597  3.1197
C  5.1841  -3.5916  4.3359
Cl  6.5801  -3.4041  5.3444
C  4.0744  -4.3032  4.7729
C  2.8731  -4.1334  4.0627
C  0.0496  -4.0331  -0.8076
N  0.2975  -2.5828  -0.8927
C  -0.5061  -1.6099  -0.5155
N  -0.2429  -0.4714  -1.1607
C  0.8838  -0.8335  -1.9205
N  1.2231  -2.0826  -1.7777
H  1.3061  -8.3379  0.2512
H  1.0341  -7.3962  1.7756
H  2.5462  -7.2059  0.7791
H  0.9025  -7.8292  -1.8633
H  1.8943  -6.3185  -2.0342
H  0.2220  -6.2239  -2.3411
H  -0.9614  -7.7890  -0.1229
H  -1.5953  -6.1646  -0.5807
H  -1.1561  -6.5750  1.1263
H  3.0136  -4.8232  0.2220
H  0.9910  -5.3627  2.2681
H  -0.3744  -4.5495  1.6673
H  0.6884  -2.7944  2.8464
H  1.5650  -2.5369  1.2637
H  3.8299  -2.3077  1.4439
H  5.9917  -2.5078  2.6849
H  4.2812  -4.9021  5.6652
H  1.9602  -4.6482  4.4380
H  -0.9788  -4.1410  -0.4326
H  0.0651  -4.4153  -1.8293
H  -1.3812  -1.7587  0.0872
H  1.3759  -0.1671  -2.5711
C  0.2816  6.4059  -3.7687
C  -1.1613  6.7034  -3.5592
O  -1.5832  6.3966  -2.2145
P  -2.8531  5.4729  -1.8407
O  -3.3902  5.6794  -0.4485
Te  -1.9310  3.1042  -2.2375
O  -3.8201  5.6459  -3.0530
C  -5.1896  5.1948  -3.1692
C  -6.1080  5.4642  -1.9241
H  0.6572  6.6343  -4.7694
H  0.4691  5.3593  -3.5740
H  0.8738  6.9937  -3.0801
H  -1.8575  6.2042  -4.2326
H  -1.4376  7.7636  -3.6712
H  -5.1757  4.1314  -3.3204
H  -5.5904  5.7287  -4.0471
H  -5.4837  5.9178  -1.1470
H  -6.5219  4.5096  -1.5351
H  -6.9706  6.1071  -2.0702